Molecular formula: C8H17O5Si
Method: DFT, wB97M-V/def2-TZVPD

ORCA input file:
```
! wB97M-V def2-TZVPD RIJCOSX def2/J DEFGRID3
* xyz -1 1
C -1.57551 1.51885 -0.22737
C -3.23786 -0.92637 0.76019
C -0.76169 0.38396 1.88651
C 1.45695 -0.71186 -2.96031
C 1.80682 2.43565 -0.38200
C 2.28884 -1.59018 1.23229
C -1.86668 -1.02607 0.09777
C -0.94324 0.16855 0.37932
O -2.45997 1.39234 -1.07276
O -1.08692 2.56753 0.22642
O 0.47373 -0.38982 -2.02339
O 1.90531 1.04288 -0.18532
O 1.57659 -1.44889 0.04261
Si 0.74676 -0.09387 -0.43749
H -3.69617 0.01722 0.47941
H -3.16589 -0.98154 1.84540
H -3.87948 -1.74075 0.42068
H -0.42163 -0.52930 2.38118
H -1.69886 0.70104 2.34198
H -0.03160 1.17031 2.06292
H 0.97176 -0.81466 -3.93330
H 1.94756 -1.65177 -2.69203
H 2.21956 0.07099 -3.01671
H 2.58141 2.90907 0.22620
H 0.81461 2.79133 -0.08923
H 1.97496 2.67423 -1.43568
H 2.99478 -2.41641 1.10777
H 1.61490 -1.82148 2.06289
H 2.83717 -0.67707 1.47021
H -1.37539 -1.95443 0.41372
H -2.01081 -1.06947 -0.98189
*
```

Calculated values
**HOMO energy**: -4.36 eV
**SMILES**: CC[C@](C)(C(=O)[O-])[Si](OC)(OC)OC
**Kohn-Sham gap**: 7.7 eV
**E_tot**: -980.91137 hartree